[1]
The following is a quantum chemistry calculation of a gas-phase ion, C2H4NO2 (charge +1), from the Open Molecules 2025 dataset.

Structure (XYZ):
```
9
Properties=species:S:1:pos:R:3:forces:R:3
C 0.70150 0.10645 -0.00249 1.823 0.107 -4.001
C -0.58777 -0.53541 -0.60073 0.428 -0.005 -1.435
N 0.07881 0.90760 0.93965 -4.337 -2.186 1.543
O 0.13335 1.70371 1.73476 0.415 -0.177 -1.035
O -1.34968 -0.33493 0.47376 0.590 3.139 3.253
H 1.03083 -0.82380 0.32970 1.144 -1.406 2.003
H 1.52073 0.57369 -0.59915 -0.519 0.016 0.586
H -0.82446 0.02514 -1.48736 -0.441 0.236 -0.590
H -0.70331 -1.62243 -0.78814 0.897 0.277 -0.325
```
Positions in Å, forces in eV/Å.

As for the largest force on an atom: 5.10 eV/A. The calculation puts the relative energy (zero: lowest compared OMol25 entry of this formula, charge and spin) at 702.2 kJ/mol. The value obtained for the total energy is -283.28871 hartree. The value obtained for the HOMO-LUMO gap (spin up / spin down) is 7.97 / 8.07 eV. Its charge is +1.

=====

[2]
The following is a quantum chemistry calculation of a molecular structure, C47H50BaN2O2S2, from the Open Molecules 2025 dataset.

Structure (XYZ):
```
104
Properties=species:S:1:pos:R:3:forces:R:3
Ba 0.00311 0.68403 -0.35286 -2.876 -7.140 0.855
C 3.09713 -2.79413 -0.15256 0.012 -0.010 -0.015
C 1.83825 -2.57146 -0.93182 -0.004 0.134 -0.148
C 1.81420 -1.65378 -1.98368 -0.250 -0.200 -0.126
C 0.68176 -1.51244 -2.79507 0.199 -0.405 0.136
C 0.73922 -0.65781 -4.02546 -0.066 0.026 0.031
C -0.43949 -2.29916 -2.52006 0.160 0.125 0.046
C -0.43265 -3.21974 -1.47382 -0.023 0.077 0.027
C -1.61793 -4.10637 -1.22853 0.034 -0.064 -0.086
C 0.70749 -3.34235 -0.68661 -0.066 0.161 -0.052
H 2.88712 -3.21357 0.82800 0.036 -0.005 0.089
H 3.65815 -1.86872 -0.03993 0.081 0.029 0.053
H 3.72652 -3.50506 -0.68785 0.103 -0.022 0.027
H 2.72856 -1.13710 -2.25255 -0.024 0.189 0.092
H -0.24443 -0.27757 -4.29566 -0.017 0.062 -0.066
H 1.10226 -1.25998 -4.85967 0.001 0.065 -0.058
H 1.42770 0.17386 -3.89240 0.035 0.111 -0.076
H -1.29788 -2.25486 -3.18278 -0.042 0.085 0.046
H -1.56756 -4.97993 -1.87833 -0.034 -0.060 -0.026
H -2.55388 -3.59673 -1.44994 -0.086 0.000 0.019
H -1.63181 -4.47063 -0.20355 -0.073 -0.024 0.074
H 0.73478 -4.08766 0.09833 -0.026 -0.011 0.096
C -5.20774 7.06425 -3.18833 -0.088 0.039 -0.084
C -4.41123 6.00668 -2.50340 0.058 -0.141 0.086
C -3.02076 6.02989 -2.54096 0.023 -0.196 0.082
C -2.27745 5.04695 -1.91715 0.243 -0.142 -0.064
C -2.92277 4.05719 -1.20040 -0.147 -0.500 -0.025
C -4.30854 3.99538 -1.16684 -0.014 -0.212 0.090
C -5.04229 4.95851 -1.83490 0.094 0.019 0.058
S -1.96419 2.79277 -0.35622 -1.983 2.713 0.637
O -0.78263 2.50474 -1.21941 -0.464 3.016 -2.449
C -1.35224 3.76889 1.03822 0.067 -0.253 0.071
C -2.17133 3.62109 2.17538 -0.202 0.050 0.214
C -1.84574 4.22640 3.35238 -0.028 -0.096 -0.165
C -0.67135 5.00527 3.45138 0.215 0.060 -0.241
C -0.30966 5.65293 4.64874 0.060 0.095 0.182
C 0.79641 6.45307 4.71071 -0.243 -0.110 0.129
C 1.60014 6.62682 3.57546 0.070 -0.120 -0.232
C 1.29836 5.98691 2.40529 0.163 0.213 0.094
C 0.15220 5.16870 2.30590 -0.301 -0.194 0.166
C -0.20546 4.52745 1.08120 -0.306 -0.047 -0.057
C 0.67770 4.80343 -0.07583 0.354 -0.175 -0.060
C 0.56930 6.06259 -0.73183 0.335 0.077 -0.228
C -0.41756 7.01721 -0.39268 -0.007 0.160 0.029
C -0.46762 8.22480 -1.03229 -0.102 -0.166 0.234
C 0.46830 8.54467 -2.02830 0.276 -0.103 -0.155
C 1.43942 7.64570 -2.37283 -0.071 0.152 -0.048
C 1.51404 6.38473 -1.74456 -0.270 -0.067 0.242
C 2.51755 5.44892 -2.08393 0.134 -0.327 0.099
C 2.62256 4.25747 -1.42688 0.177 0.091 -0.231
C 1.71071 3.95555 -0.40537 -0.351 0.138 0.373
S 1.91535 2.48788 0.59784 2.161 2.933 0.795
O 2.02939 1.32775 -0.34053 4.581 0.349 -0.951
C 3.60000 2.71240 1.17057 -0.214 -0.258 0.429
C 3.81346 3.34887 2.38320 -0.265 0.048 0.022
C 5.08376 3.35881 2.93172 0.067 -0.018 -0.131
C 6.14971 2.74720 2.27606 -0.162 0.071 -0.039
C 7.52362 2.74074 2.85798 0.106 0.014 0.035
C 5.91267 2.13127 1.04826 -0.048 0.104 0.078
C 4.64582 2.09473 0.50111 -0.129 -0.145 -0.271
H -4.58946 7.92975 -3.41128 -0.048 0.081 -0.024
H -6.04935 7.36903 -2.57121 -0.055 0.092 0.001
H -5.61045 6.68376 -4.12671 -0.034 0.009 -0.072
H -2.50502 6.81589 -3.06920 0.037 0.118 -0.110
H -1.20420 5.02935 -2.00163 0.058 0.042 -0.066
H -4.80948 3.19403 -0.64196 -0.075 -0.056 0.039
H -6.11896 4.89033 -1.84655 -0.137 0.042 0.077
H -3.08768 3.05372 2.08342 -0.067 -0.135 0.106
H -2.48266 4.12596 4.21716 -0.105 -0.026 0.102
H -0.93446 5.51660 5.51632 -0.107 0.000 0.159
H 1.05036 6.96068 5.62802 0.005 0.032 0.100
H 2.46210 7.27061 3.62943 0.153 0.085 -0.016
H 1.93102 6.13135 1.54335 0.066 0.017 -0.056
H -1.13527 6.79048 0.38275 -0.071 -0.028 0.032
H -1.22467 8.94702 -0.76474 -0.064 0.031 0.047
H 0.42850 9.50880 -2.51102 -0.004 0.082 -0.054
H 2.17579 7.89427 -3.12177 0.053 0.025 -0.118
H 3.22896 5.69869 -2.85497 0.076 0.051 -0.131
H 3.40649 3.55291 -1.66325 0.091 0.004 -0.075
H 2.98814 3.82773 2.89553 -0.014 -0.006 0.113
H 5.24782 3.83247 3.88726 0.014 0.083 0.095
H 7.55119 3.23976 3.82154 0.043 0.031 0.069
H 8.21618 3.24331 2.18540 0.084 0.063 -0.009
H 7.88392 1.72141 2.98318 0.025 -0.069 0.040
H 6.73753 1.66503 0.52961 0.029 -0.080 -0.087
H 4.46464 1.56826 -0.42574 -0.012 -0.032 -0.018
N 0.25960 0.96016 2.69968 -0.026 0.129 -0.096
C -0.52130 0.16832 3.66292 0.115 -0.264 0.174
C -0.74931 -1.24741 3.12500 -0.233 0.061 0.063
C -2.20787 -1.51992 2.75744 0.174 0.163 -0.182
C -2.74475 -0.63742 1.63585 -0.230 -0.275 0.123
N -2.06838 -0.92959 0.35379 -0.648 -0.729 0.282
H 1.22850 0.64767 2.76293 -0.045 0.121 0.022
H 0.25801 1.93103 3.00540 0.099 0.008 -0.108
H -1.47661 0.67201 3.82685 0.039 0.024 -0.022
H -0.01067 0.12511 4.63152 -0.126 0.020 -0.056
H -0.45795 -1.98036 3.87371 0.146 -0.081 -0.016
H -0.10806 -1.39843 2.24592 0.005 -0.089 0.128
H -2.83537 -1.38197 3.63866 -0.010 -0.011 0.044
H -2.30056 -2.56763 2.46514 -0.158 -0.077 -0.028
H -2.58491 0.41538 1.87677 -0.069 0.146 0.066
H -3.82369 -0.80697 1.55201 0.089 0.129 0.029
H -2.74193 -0.80637 -0.39907 0.045 -0.052 -0.032
H -1.85921 -1.92838 0.35166 0.026 0.123 -0.186
```
Positions in Å, forces in eV/Å.

As for the largest force on an atom: 7.74 eV/A. The calculation puts the relative energy (zero: lowest compared OMol25 entry of this formula, charge and spin) at 266.2 kJ/mol. The value obtained for the total energy is -2902.41469 hartree. The value obtained for the HOMO-LUMO gap is 8.07 eV. Its charge is +2.

=====

[3]
The following is a quantum chemistry calculation of C10H18N4O in the gas phase, from the Open Molecules 2025 dataset.

Structure (XYZ):
```
33
Properties=species:S:1:pos:R:3:forces:R:3
C -2.40241 -2.03659 -0.23830 -1.759 2.234 -6.033
C -1.90825 -0.70214 0.18039 -2.950 4.866 1.677
N -0.64480 -0.45584 0.60861 -5.206 -11.391 -6.473
C 0.23878 -1.74422 0.53572 0.105 6.925 11.995
C 1.53369 -1.01862 0.91793 0.708 2.040 -2.222
C 1.96861 -0.07787 -0.47700 1.836 -1.387 5.369
N 3.02346 0.83756 -0.13939 3.180 -1.929 3.717
C 3.21815 1.82796 -1.03377 -1.721 3.898 0.202
C 4.36324 0.21454 0.14923 -7.150 -8.605 -2.569
C -2.92722 0.50241 0.25719 2.354 -6.028 -0.408
C -2.49202 1.65954 0.85516 3.450 7.082 -1.688
N -2.01119 2.77987 0.83014 -2.245 -5.191 1.391
C -4.24495 0.39134 -0.25119 -4.435 -1.958 -0.646
N -4.92999 1.72229 -0.14263 -2.425 -11.689 -6.924
O -4.90346 -0.78814 -0.69040 3.064 6.998 1.897
H -1.86884 -2.16890 -1.26756 -0.314 -0.545 1.751
H -3.54187 -2.06741 -0.69934 2.663 0.755 2.046
H -2.21806 -2.75610 0.45050 0.830 -2.363 1.844
H -0.49829 0.31829 1.00345 2.292 7.639 3.986
H 0.15020 -2.15224 -0.33000 -0.572 -3.112 -5.039
H -0.10150 -2.15978 1.67817 0.762 -0.476 -3.873
H 1.49428 -0.40623 1.90825 -0.537 -0.549 -2.072
H 2.28501 -1.67831 1.15889 1.903 -1.759 0.054
H 1.09631 0.45514 -0.57770 -1.774 1.287 -1.286
H 2.34577 -0.66268 -1.26058 -0.338 -1.528 -1.492
H 3.35078 1.70141 -2.01681 1.624 -2.190 -4.270
H 3.86352 2.65627 -0.82251 0.575 0.230 1.050
H 2.26197 2.24150 -1.17259 -1.674 1.557 0.236
H 4.64074 -0.42137 -0.93031 -0.312 1.349 2.937
H 4.20205 -0.62254 1.05254 0.491 1.984 -2.551
H 5.14600 0.69328 0.41678 4.708 4.412 1.551
H -4.59317 2.34239 0.36779 3.520 6.903 5.681
H -5.89651 1.57520 -0.32067 -0.652 0.542 0.160
```
Positions in Å, forces in eV/Å.

As for the largest force on an atom: 14.10 eV/A. The calculation puts the relative energy (zero: lowest compared OMol25 entry of this formula, charge and spin) at 840.3 kJ/mol. The value obtained for the total energy is -685.76123 hartree. The value obtained for the HOMO-LUMO gap is 8.39 eV. Its charge is 0. The structure (SMILES) is C/C(NCCCN(C)C)=C(/C#N)C(N)=O.

=====

[4]
The following is a quantum chemistry calculation of a molecular structure, C25H28InN4O6SSe2, from the Open Molecules 2025 dataset.

Structure (XYZ):
```
67
Properties=species:S:1:pos:R:3:forces:R:3
In -0.48158 0.60174 0.32615 -0.084 0.262 0.185
O -0.79870 -2.56292 3.11868 0.116 0.117 -0.077
C -0.63155 -1.93298 2.08334 -0.213 0.192 0.389
O -0.54221 -0.64878 2.02281 0.001 -0.451 -0.484
C -0.55078 -2.76895 0.80033 0.035 0.130 -0.036
C -0.77793 -4.15886 0.96033 -0.054 -0.095 0.005
C -0.72836 -4.96830 -0.12635 -0.018 0.070 0.070
C -0.43660 -4.40474 -1.38912 0.020 0.011 -0.036
C -0.32742 -5.20091 -2.55297 -0.011 0.011 -0.062
C -0.00370 -4.63874 -3.75476 -0.018 -0.023 0.071
C 0.22809 -3.24980 -3.82953 0.006 0.003 -0.058
C 0.12715 -2.46186 -2.71875 0.012 0.082 0.086
C -0.21752 -3.00949 -1.46066 0.116 -0.192 0.033
N -0.28321 -2.21035 -0.34932 0.140 0.242 -0.011
H -0.98539 -4.51027 1.95855 -0.004 -0.043 -0.004
H -0.89955 -6.03631 -0.04668 0.000 0.014 0.007
H -0.49951 -6.26843 -2.46588 -0.002 0.024 -0.007
H 0.08469 -5.25325 -4.64265 -0.014 0.019 0.016
H 0.50023 -2.80336 -4.77923 -0.017 0.000 0.038
H 0.34720 -1.41117 -2.78064 -0.001 0.270 0.065
O -1.39532 2.92036 4.02050 -0.042 -0.050 0.046
C -0.12660 2.51253 3.51340 0.072 0.052 -0.104
C 0.50652 3.53325 2.55734 -0.064 0.112 0.109
C 0.78037 4.82358 3.35528 -0.038 -0.022 0.056
O -0.39053 5.45913 3.84284 0.195 0.091 -0.002
C 1.86868 2.99503 2.12745 -0.002 -0.247 -0.105
Se 2.01135 1.55641 0.75147 -0.245 -0.040 0.052
C -0.35341 3.91268 1.34132 -0.244 -0.049 -0.122
Se -1.86341 2.73376 0.86180 0.105 -0.039 0.037
H -2.03432 2.76417 3.30086 0.099 -0.002 -0.004
H -0.19016 1.53650 3.03310 -0.090 -0.070 0.074
H 0.53312 2.40361 4.37866 -0.029 0.003 0.018
H 1.28956 5.54810 2.71212 -0.011 0.007 0.004
H 1.45964 4.57732 4.18587 0.008 0.038 -0.018
H -0.97322 4.75252 4.16392 -0.042 -0.093 -0.053
H 2.38509 2.58844 2.99788 0.049 0.055 0.016
H 2.47205 3.80949 1.72507 0.006 0.040 -0.008
H 0.28017 3.97898 0.45914 0.069 0.044 -0.025
H -0.81728 4.88253 1.50260 -0.004 0.035 0.039
O -3.67263 -0.32053 -2.35624 0.199 0.079 0.189
C -2.66749 0.01888 -1.73797 -0.131 -0.090 -0.034
O -2.39091 -0.18235 -0.51129 0.220 0.025 -0.168
C -1.59753 0.76826 -2.54791 0.041 -0.059 -0.030
C -1.80938 1.07546 -3.88403 0.028 0.074 -0.070
C -0.80688 1.72300 -4.58449 0.039 0.005 0.067
C 0.37975 2.04707 -3.93509 -0.071 -0.003 -0.025
C 0.51738 1.71235 -2.60083 -0.018 -0.087 -0.064
N -0.45632 1.08460 -1.93841 0.110 -0.239 -0.030
H -2.75245 0.79798 -4.33218 0.010 -0.027 0.041
H -0.94306 1.97512 -5.62937 -0.005 -0.005 0.011
H 1.18496 2.55200 -4.45192 -0.009 -0.009 0.021
H 1.41518 1.92941 -2.03253 -0.038 0.012 0.042
S 3.05579 -1.32087 -0.76489 -0.163 -0.289 -0.198
C 4.45288 -0.95591 -1.59177 -0.128 0.050 -0.014
N 5.20024 0.12265 -1.26798 0.071 -0.066 -0.059
C 6.53735 0.36991 -1.77504 -0.042 -0.027 -0.054
C 6.63764 -0.15056 -3.19946 -0.079 -0.009 0.006
C 6.20127 -1.60670 -3.22512 -0.067 0.092 0.025
N 4.87317 -1.70699 -2.64351 0.205 0.055 0.020
H 4.83734 0.65364 -0.49059 -0.016 0.015 0.042
H 7.28824 -0.12881 -1.15051 0.017 0.027 0.027
H 6.73631 1.44029 -1.74211 -0.030 0.028 0.032
H 7.65791 -0.04887 -3.57018 -0.002 -0.013 0.006
H 5.97141 0.42866 -3.84323 0.052 0.016 -0.005
H 6.92088 -2.22156 -2.67117 0.018 -0.016 -0.014
H 6.16410 -1.97587 -4.24942 -0.018 -0.040 -0.014
H 4.31315 -2.52688 -2.80619 0.003 -0.006 0.051
```
Positions in Å, forces in eV/Å.

As for the largest force on an atom: 0.66 eV/A. The calculation puts the relative energy (zero: lowest compared OMol25 entry of this formula, charge and spin) at 113.3 kJ/mol. The value obtained for the total energy is -7031.35687 hartree. The value obtained for the HOMO-LUMO gap is 6.87 eV. Its charge is -1.

=====

Question: Among the records above, which one has the highest relative energy (zero: lowest compared OMol25 entry of this formula, charge and spin)?
Answer: C10H18N4O